ORCA calculation (ωB97M-V/def2-TZVPD) on a structure of composition C43H61IrN2OP2Si.

**Multiplicity**: 6
**Charge**: +3
**E_HOMO (alpha / beta)**: -14.393 / -16.118 eV
**Kohn-Sham gap (alpha / beta)**: 0.222 / 0.126 hartree
**E_tot**: -79875.7376 eV
**⟨S²⟩**: 8.79
**F_max**: 2.87 eV/Å

Atoms and positions in Å:
Ir 0.86287 0.15895 1.06476
C 4.49267 -0.98105 -0.37744
Si 2.82637 -0.05425 -0.39124
C 3.06547 1.83815 -0.76474
C 4.33707 2.25775 -1.12334
C 4.59967 3.59325 -1.39334
C 3.58657 4.52575 -1.25084
C 2.31977 4.12325 -0.86994
C 2.03537 2.78135 -0.62844
P 0.33857 2.23805 -0.21904
C -0.72023 3.64085 0.44436
C -1.11763 4.80015 -0.46624
C -2.17623 5.64745 0.24936
C -1.56883 6.21105 1.52936
C -1.10833 5.08995 2.44456
C -0.09683 4.18125 1.73346
C -0.35953 1.81295 -1.91404
C -1.88193 1.72455 -1.91634
C -2.35513 1.12035 -3.24234
C -1.85723 1.96475 -4.40924
C -0.34073 2.09625 -4.37904
C 0.14267 2.69625 -3.05274
C 1.88677 -0.79695 -1.93004
C 2.46187 -0.56755 -3.17014
C 1.85027 -1.00415 -4.33534
C 0.62217 -1.64035 -4.26344
C 0.03277 -1.87385 -3.03294
C 0.66567 -1.47965 -1.85484
P -0.08793 -1.80805 -0.21804
C 0.52077 -3.55255 0.12576
C -0.07203 -4.17455 1.39226
C 0.74857 -5.41065 1.77316
C 1.04627 -6.28575 0.55156
C 0.13187 -5.94795 -0.61394
C 0.32697 -4.49395 -1.07324
C -1.96213 -1.72255 -0.36054
C -2.77703 -2.96275 -0.71964
C -4.26483 -2.58185 -0.78414
C -4.74493 -2.02575 0.54986
C -3.91963 -0.80725 0.94166
C -2.43633 -1.16425 0.98946
H 4.92877 -0.99645 -1.37144
H 4.36247 -2.01425 -0.07024
H 5.21047 -0.52665 0.29786
H 5.14157 1.54395 -1.19194
H 5.58957 3.90025 -1.69974
H 3.77627 5.57375 -1.42864
H 1.54657 4.86215 -0.75594
H -1.64583 3.10405 0.70946
H -1.53473 4.45385 -1.41184
H -0.26403 5.43765 -0.68884
H -3.05393 5.03875 0.47416
H -2.48893 6.45885 -0.40584
H -2.32573 6.81495 2.03576
H -0.73053 6.86865 1.29116
H -1.96753 4.49935 2.76726
H -0.64193 5.51735 3.33446
H 0.18377 3.34815 2.38346
H 0.80777 4.74975 1.51206
H 0.03457 0.80355 -2.08554
H -2.33373 2.70965 -1.82274
H -2.22943 1.12385 -1.07304
H -3.44443 1.07515 -3.25014
H -1.96833 0.10415 -3.33924
H -2.31893 2.95265 -4.37614
H -2.16213 1.49905 -5.34914
H -0.00423 2.73965 -5.19204
H 0.11677 1.11315 -4.51234
H -0.23773 3.71355 -2.96044
H 1.23297 2.74025 -3.06274
H 3.39287 -0.02785 -3.22934
H 2.32197 -0.83035 -5.28974
H 0.11277 -1.93945 -5.16424
H -0.93793 -2.34015 -2.99774
H 1.59797 -3.40415 0.29646
H -1.10393 -4.47315 1.20506
H -0.08333 -3.46655 2.22356
H 0.18047 -5.98185 2.51086
H 1.68127 -5.11475 2.26166
H 0.94297 -7.34045 0.81436
H 2.08607 -6.15745 0.23806
H -0.90603 -6.11495 -0.31204
H 0.32787 -6.61715 -1.45194
H -0.54063 -4.20745 -1.66444
H 1.19767 -4.43955 -1.72864
H -2.13113 -0.96705 -1.13854
H -2.65333 -3.74285 0.02956
H -2.49403 -3.36205 -1.69484
H -4.84723 -3.46735 -1.04464
H -4.41543 -1.83935 -1.57104
H -4.67743 -2.78895 1.32636
H -5.79643 -1.74265 0.45976
H -4.23463 -0.44315 1.91976
H -4.07923 -0.01145 0.21236
H -2.26963 -1.90665 1.77316
H -1.83713 -0.27135 1.24486
N 2.25257 -3.61045 5.59836
C 1.15497 -2.86005 5.77096
O 0.13107 -3.22215 6.29286
C 1.22177 -1.45655 5.19846
C 1.22677 -0.35465 6.04836
C 1.19067 0.91025 5.48296
C 1.09477 1.02335 4.10706
N 1.05087 -0.03225 3.29056
C 1.14117 -1.25195 3.83136
H 2.28217 -4.50905 6.06156
H 3.12887 -3.22855 5.28886
H 1.25087 -0.49255 7.11956
H 1.22027 1.79855 6.09346
H 1.04457 1.99925 3.64546
H 1.14107 -2.09065 3.14886



ORCA calculation (ωB97M-V/def2-TZVPD) on a structure of composition C43H63F5MgN2O3Te.

**Multiplicity**: 1
**Charge**: -2
**E_HOMO**: -1.917 eV
**Kohn-Sham gap**: 0.206 hartree
**E_tot**: -81065.1818 eV
**F_max**: 0.60 eV/Å

Atoms and positions in Å:
Mg 0.52426 -1.01395 0.01033
C -1.56039 0.39502 -3.63327
N -1.98597 0.88311 -2.34198
C -3.32892 1.39809 -2.39183
C -1.04807 1.84023 -1.77471
C -1.24548 2.00045 -0.27109
N -0.18390 1.40256 0.54945
C -0.71959 1.35342 1.91696
C 0.02307 0.52876 2.92306
C 0.69489 1.10013 3.97807
C 1.29207 0.31876 4.96761
C 1.12015 -1.05292 4.85775
C 0.42636 -1.68581 3.82075
C -0.07693 -0.87929 2.77631
O -0.62269 -1.33758 1.67045
C 0.29531 -3.21475 3.90609
C 1.66242 -3.86269 3.65402
C -0.69820 -3.81762 2.91429
C -0.18977 -3.60884 5.31259
C 2.07808 0.97760 6.09768
C 2.69297 -0.04175 7.05828
C 1.15501 1.89902 6.90510
C 3.21924 1.81023 5.50632
C 0.98748 2.29040 0.46622
C 2.29431 1.96039 1.15226
C 3.02147 3.04258 1.61885
C 4.32088 2.91793 2.09956
C 4.85285 1.63279 2.09646
C 4.18013 0.50559 1.63993
C 2.84488 0.65049 1.16101
O 2.14140 -0.34360 0.74826
C 4.93420 -0.83440 1.70217
C 4.30272 -1.99092 0.92091
C 6.35146 -0.65692 1.12774
C 5.03648 -1.25923 3.17490
C 5.18771 4.10683 2.51370
C 5.78394 3.89743 3.91101
C 6.33590 4.26102 1.50526
C 4.39829 5.41663 2.53650
H -2.21961 -0.41430 -3.95305
H -0.54817 0.00716 -3.55152
H -1.58753 1.18484 -4.41136
H -3.41414 2.27346 -3.06888
H -3.66218 1.70870 -1.40120
H -4.01508 0.62568 -2.74478
H -1.14616 2.82687 -2.27403
H -0.04189 1.47189 -1.97168
H -2.17900 1.51279 0.01069
H -1.34612 3.07048 -0.00478
H -1.71970 0.92403 1.82819
H -0.82981 2.38599 2.29959
H 0.76605 2.18424 4.01397
H 1.54941 -1.68760 5.62047
H 2.00170 -3.64794 2.64252
H 1.59475 -4.95005 3.76553
H 2.41707 -3.49226 4.35050
H -0.38554 -3.66123 1.88793
H -1.69190 -3.38079 3.02931
H -0.76439 -4.89472 3.10808
H 0.54124 -3.38015 6.08861
H -0.38337 -4.68477 5.34890
H -1.11543 -3.08451 5.55798
H 1.92987 -0.64600 7.55348
H 3.26172 0.48308 7.83123
H 3.37612 -0.71491 6.53821
H 0.33574 1.32954 7.34915
H 0.71816 2.67049 6.26958
H 1.71106 2.39416 7.70760
H 3.89436 1.18525 4.92076
H 3.79149 2.29473 6.30470
H 2.84826 2.58210 4.83126
H 0.66912 3.28379 0.84119
H 1.19463 2.41338 -0.59638
H 2.54462 4.01634 1.57931
H 5.86687 1.50202 2.46015
H 4.17643 -1.75556 -0.13455
H 3.32277 -2.26003 1.29519
H 4.96933 -2.85759 1.00972
H 6.30107 -0.26365 0.11152
H 6.86167 -1.62388 1.09546
H 6.96528 0.02047 1.72212
H 4.03780 -1.40338 3.59338
H 5.54852 -0.50232 3.77454
H 5.58672 -2.20183 3.26520
H 6.35343 2.96970 3.96642
H 4.99577 3.84736 4.66366
H 6.45544 4.72297 4.16764
H 6.95827 3.36561 1.48270
H 6.97039 5.11562 1.76378
H 5.94033 4.40919 0.49947
H 3.55155 5.35870 3.22288
H 4.01474 5.67052 1.54805
H 5.04833 6.23260 2.86570
C 0.63159 -3.02000 -0.82347
H 0.92452 -3.78437 -0.08902
H 1.41327 -2.99972 -1.59168
H -0.26583 -3.41059 -1.32384
C -2.87134 -3.34652 0.10842
Te -3.28243 -1.34438 0.67133
C -5.19590 -1.42695 -0.30715
H -2.96437 -3.42314 -0.97199
H -3.56651 -4.01460 0.61235
H -1.84686 -3.56138 0.38893
H -5.79640 -2.23164 0.11410
H -5.06275 -1.58537 -1.37521
H -5.70908 -0.48012 -0.14936
F 5.42079 0.11599 -5.66015
C 4.39779 0.04665 -4.77051
C 4.35340 0.88110 -3.66750
F 5.34474 1.78049 -3.48249
C 3.31033 0.81201 -2.76591
F 3.33205 1.67727 -1.73507
C 2.22963 -0.10482 -2.88005
O 1.26064 -0.19397 -2.06528
C 2.32028 -0.92153 -4.04080
F 1.33493 -1.80987 -4.28995
C 3.36157 -0.85313 -4.94356
F 3.37590 -1.67259 -6.02211